Entry from the OMol25 dataset: a cluster of 2 separate species, C3H5IO in total (ωB97M-V/def2-TZVPD).

energy relative to the best compared isomer or geometry (same formula, charge and spin)	256.3	kJ/mol
HOMO (alpha / beta)	-8.4 / -8.3	eV
electronic energy	-490.11533	Ha
lowest unoccupied orbital energy (alpha / beta)	-0.0533 / -0.0719	hartree

Last columns: bonded neighbours and bond lengths (Å).
Geometry (Å):
1 C -0.07 0.53 -1.53  C2 1.434, O4 1.452, H6 1.144, H7 1.062
2 C 0.35 0.24 -0.19  C1 1.434, C3 1.480, O4 1.382
3 C -0.16 -0.28 1.10  C2 1.480, H8 1.048, H9 1.053, H10 1.051
4 O 1.13 -0.23 -1.23  C1 1.452, C2 1.382
5 I 1.79 3.00 0.58  no bonds
6 H -0.96 -0.09 -1.89  C1 1.144
7 H 0.14 1.49 -1.92  C1 1.062
8 H 0.66 -0.72 1.59  C3 1.048
9 H -1.01 -0.88 0.95  C3 1.053
10 H -0.49 0.63 1.52  C3 1.051